# 1
The following is a quantum chemistry calculation of C26H37Ge2N3OsSSe as an isolated structure, from the OMol25 dataset.

E: -8220.34213 hartree
LUMO energy (alpha / beta): -10.5 / -11.5 eV
Relative energy (zero: lowest compared OMol25 entry of this formula, charge and spin): 106.54 kJ/mol
HOMO-LUMO gap (alpha / beta): 6.204 / 5.452 eV
E_HOMO (alpha / beta): -16.7 / -16.9 eV

```
! wB97M-V def2-TZVPD RIJCOSX def2/J DEFGRID3
* xyz 3 2
Os 1.476 0.510 -0.357
C 4.084 0.311 1.257
C 2.967 0.122 2.253
N 1.729 0.813 1.779
C 1.633 2.262 2.120
C 2.475 3.153 1.228
S 2.267 2.684 -0.534
C 3.996 2.338 -1.055
C 4.289 0.842 -1.156
N 3.551 0.060 -0.116
H 4.910 -0.368 1.470
H 4.488 1.319 1.286
H 3.253 0.478 3.245
H 2.716 -0.936 2.332
H 0.967 0.359 2.277
H 1.913 2.418 3.165
H 0.583 2.530 2.003
H 3.533 3.127 1.473
H 2.146 4.187 1.323
H 4.652 2.861 -0.360
H 4.127 2.808 -2.029
H 5.363 0.670 -1.054
H 3.976 0.458 -2.125
H 3.676 -0.929 -0.324
Se 0.511 0.942 -2.429
C -0.220 -0.524 -3.428
C 0.585 -1.602 -3.780
C 0.048 -2.553 -4.639
N -1.186 -2.476 -5.127
C -1.927 -1.422 -4.811
C -1.489 -0.402 -3.972
H 1.607 -1.694 -3.436
H 0.638 -3.407 -4.950
H -2.916 -1.377 -5.253
H -2.122 0.451 -3.772
C -3.283 2.628 1.830
Ge -2.563 0.941 2.420
C -3.690 -0.624 2.390
C -1.300 1.043 3.890
Ge -0.976 0.075 0.154
C -2.600 -0.038 -0.848
C -3.194 -1.292 -1.036
C -4.367 -1.388 -1.768
C -4.962 -0.238 -2.278
C -4.385 1.014 -2.074
C -3.209 1.119 -1.354
C 0.021 -1.549 0.592
C 0.177 -2.056 1.896
C 1.124 -3.024 2.165
C 1.997 -3.470 1.160
C 1.878 -2.973 -0.117
C 0.890 -2.010 -0.417
H -3.783 3.062 2.702
H -4.019 2.491 1.041
H -2.511 3.325 1.509
H -4.257 -0.617 3.326
H -3.120 -1.552 2.352
H -4.381 -0.580 1.551
H -1.923 1.132 4.787
H -0.672 1.930 3.846
H -0.699 0.143 4.014
H -2.738 -2.190 -0.633
H -4.821 -2.355 -1.938
H -5.887 -0.316 -2.835
H -4.857 1.900 -2.477
H -2.757 2.094 -1.204
H -0.496 -1.745 2.687
H 1.185 -3.458 3.155
H 2.726 -4.238 1.383
H 2.496 -3.370 -0.914
H 0.658 -1.828 -1.457
*
```

***

# 2
The following is a quantum chemistry calculation of C26H37GeIrN8SSe as an isolated structure, from the OMol25 dataset.

E: -6431.28552 hartree
LUMO energy (alpha / beta): -4.5 / -7.2 eV
Relative energy (zero: lowest compared OMol25 entry of this formula, charge and spin): 11.01 kJ/mol
HOMO-LUMO gap (alpha / beta): 7.518 / 5.904 eV
E_HOMO (alpha / beta): -12.1 / -13.1 eV

```
! wB97M-V def2-TZVPD RIJCOSX def2/J DEFGRID3
* xyz 2 5
Ir -0.008 -0.431 -0.330
C -5.542 0.856 4.326
C -4.272 0.410 3.664
C -3.111 0.183 4.404
C -1.943 -0.186 3.780
C -1.856 -0.355 2.380
N -0.652 -0.695 1.807
C 0.177 -1.510 2.569
C -0.344 -2.601 3.279
C 0.471 -3.465 3.980
C 1.853 -3.286 3.999
C 2.759 -4.238 4.727
C 2.381 -2.209 3.287
C 1.570 -1.333 2.593
N 2.193 -0.202 1.979
C 3.271 0.471 2.436
C 3.690 1.320 1.441
C 2.796 1.098 0.392
N 1.885 0.186 0.720
C -3.034 -0.111 1.640
C -4.199 0.261 2.279
N -3.110 -0.325 0.231
C -4.182 -0.774 -0.452
C -3.944 -0.582 -1.791
C -2.678 0.002 -1.837
N -2.170 0.171 -0.614
H -5.610 0.475 5.343
H -6.419 0.526 3.771
H -5.578 1.947 4.382
H -3.122 0.317 5.479
H -1.042 -0.315 4.365
H -1.410 -2.788 3.229
H 0.029 -4.302 4.505
H 2.213 -4.802 5.480
H 3.579 -3.712 5.217
H 3.199 -4.952 4.028
H 3.454 -2.060 3.268
H 3.655 0.294 3.426
H 4.524 1.999 1.470
H 2.802 1.526 -0.598
H -5.082 0.459 1.684
H -5.031 -1.194 0.064
H -4.588 -0.838 -2.614
H -2.095 0.277 -2.702
N 0.162 1.850 -1.344
N 0.490 1.816 -2.704
C 0.841 0.666 -3.317
N 1.208 0.775 -4.591
S 0.797 -0.866 -2.577
H -0.774 2.225 -1.218
H 0.825 2.436 -0.846
H 0.555 2.695 -3.199
H 1.247 1.653 -5.083
H 1.462 -0.059 -5.096
C -4.845 -6.142 -0.595
Ge -3.425 -5.154 0.268
C -4.119 -3.840 1.531
C -2.145 -6.330 1.125
C -2.497 -4.080 -1.083
Se -0.957 -3.201 -0.267
C 0.452 -4.139 -1.224
H -5.399 -6.722 0.143
H -4.429 -6.831 -1.330
H -5.543 -5.472 -1.097
H -4.295 -4.281 2.513
H -5.066 -3.432 1.171
H -3.408 -3.015 1.651
H -2.588 -6.784 2.012
H -1.253 -5.780 1.429
H -1.853 -7.132 0.446
H -3.161 -3.303 -1.461
H -2.145 -4.651 -1.941
H 0.396 -5.198 -0.986
H 1.404 -3.742 -0.878
H 0.351 -3.983 -2.295
*
```

***

# 3
The following is a quantum chemistry calculation of a 2-piece molecular cluster, C26H37N2O2 overall at a distorted geometry, from the OMol25 dataset.

E: -1272.65315 hartree
LUMO energy: -4.7 eV
Relative energy (zero: lowest compared OMol25 entry of this formula, charge and spin): 0.00 kJ/mol
HOMO-LUMO gap: 4.629 eV
E_HOMO: -9.3 eV

```
! wB97M-V def2-TZVPD RIJCOSX def2/J DEFGRID3
* xyz 1 1
C 2.708 -0.872 3.831
O 2.349 -1.787 2.782
C 1.289 -2.574 3.057
O 0.736 -2.612 4.143
C 0.847 -3.366 1.832
C 1.524 -4.753 1.732
C 0.524 -5.736 2.330
C -0.849 -5.056 2.142
N -0.566 -3.646 1.938
C -1.508 -2.715 1.619
C -1.217 -1.380 1.333
C -2.239 -0.310 1.474
C -3.613 -0.853 1.931
C -3.958 -2.183 1.273
C -2.921 -3.233 1.695
H 3.478 -0.243 3.379
H 1.847 -0.263 4.134
H 3.083 -1.410 4.709
H 1.078 -2.770 0.941
H 1.623 -4.956 0.652
H 2.526 -4.790 2.175
H 0.544 -6.710 1.828
H 0.719 -5.897 3.396
H -1.304 -5.478 1.230
H -1.549 -5.268 2.972
H -0.237 -1.125 0.935
H -1.952 0.463 2.219
H -2.304 0.246 0.520
H -3.581 -1.044 3.018
H -4.403 -0.131 1.725
H -4.957 -2.504 1.592
H -3.979 -2.101 0.175
H -3.008 -4.127 1.060
H -3.165 -3.527 2.734
C 0.418 3.684 -6.504
C -0.746 2.733 -6.233
C -0.397 1.697 -5.176
N 0.037 2.318 -3.918
C -0.129 1.631 -2.777
C 0.464 2.001 -1.565
C 0.277 1.474 -0.276
C 0.841 2.187 0.855
C 1.101 1.574 2.113
C 1.751 2.267 3.135
C 2.195 3.584 2.943
C 1.938 4.212 1.718
C 1.203 3.563 0.729
C 1.036 3.389 -4.020
C 0.851 4.348 -5.201
H 1.257 3.148 -6.960
H 0.100 4.453 -7.215
H -1.608 3.320 -5.890
H -1.045 2.204 -7.137
H -1.258 1.058 -4.950
H 0.415 1.054 -5.555
H -0.806 0.773 -2.820
H 1.177 2.831 -1.641
H -0.228 0.513 -0.138
H 0.787 0.534 2.245
H 1.910 1.791 4.101
H 2.720 4.111 3.741
H 2.298 5.227 1.538
H 0.912 4.109 -0.171
H 1.022 4.004 -3.110
H 2.042 2.934 -4.102
H 1.796 4.883 -5.338
H 0.103 5.103 -4.922
*
```

***

# 4
The following is a quantum chemistry calculation of a single C26H37N3O2 molecule, from the OMol25 dataset.

E: -1327.70078 hartree
LUMO energy: 0.7 eV
Relative energy (zero: lowest compared OMol25 entry of this formula, charge and spin): 148.85 kJ/mol
HOMO-LUMO gap: 8.815 eV
SMILES string: CCN(Cc1ccc(NC(C)=O)cc1)C[C@@H]1CCCN(CCc2cccc(OC)c2)C1
E_HOMO: -8.1 eV

```
! wB97M-V def2-TZVPD RIJCOSX def2/J DEFGRID3
* xyz 0 1
C -6.519 -0.981 -0.051
C -5.350 -0.225 -0.696
N -4.028 -0.532 -0.183
C -3.696 -1.949 -0.294
C -2.207 -2.165 -0.279
C -1.441 -1.848 -1.395
C -0.071 -2.003 -1.380
C 0.577 -2.478 -0.240
N 1.972 -2.580 -0.269
C 2.824 -2.998 0.713
C 4.275 -2.877 0.295
O 2.478 -3.421 1.791
C -0.184 -2.823 0.872
C -1.558 -2.666 0.841
C -3.742 0.038 1.127
C -2.868 1.305 1.075
C -3.569 2.513 0.461
C -2.615 3.700 0.510
C -1.325 3.358 -0.227
N -0.685 2.199 0.370
C 0.590 1.928 -0.270
C 1.456 0.954 0.537
C 2.827 0.809 -0.058
C 2.988 0.349 -1.365
C 4.251 0.208 -1.904
C 5.382 0.514 -1.163
C 5.236 0.975 0.140
O 6.263 1.308 0.970
C 7.580 1.189 0.493
C 3.955 1.118 0.678
C -1.571 1.047 0.313
H -6.525 -0.837 1.027
H -6.458 -2.047 -0.257
H -7.459 -0.608 -0.452
H -5.511 0.846 -0.570
H -5.342 -0.437 -1.771
H -4.094 -2.299 -1.251
H -4.157 -2.548 0.510
H -1.929 -1.471 -2.282
H 0.510 -1.756 -2.259
H 2.400 -2.223 -1.112
H 4.453 -3.420 -0.631
H 4.526 -1.829 0.144
H 4.905 -3.286 1.080
H 0.303 -3.205 1.753
H -2.133 -2.945 1.713
H -3.206 -0.702 1.726
H -4.668 0.286 1.661
H -2.607 1.555 2.109
H -4.489 2.742 1.005
H -3.822 2.298 -0.578
H -2.377 3.936 1.548
H -3.070 4.581 0.052
H -0.632 4.201 -0.165
H -1.554 3.182 -1.296
H 0.445 1.538 -1.294
H 1.130 2.876 -0.350
H 0.979 -0.027 0.563
H 1.528 1.322 1.560
H 2.119 0.114 -1.960
H 4.369 -0.146 -2.919
H 6.356 0.392 -1.610
H 7.755 1.835 -0.374
H 8.221 1.508 1.313
H 7.821 0.154 0.229
H 3.871 1.476 1.692
H -1.063 0.196 0.767
H -1.819 0.782 -0.729
*
```

***

# 5
The following is a quantum chemistry calculation of C26H37N5O4PtSSi3 as an isolated structure, from the OMol25 dataset.

E: -2973.88492 hartree
LUMO energy: -0.1 eV
Relative energy (zero: lowest compared OMol25 entry of this formula, charge and spin): 112.82 kJ/mol
HOMO-LUMO gap: 8.328 eV
E_HOMO: -8.4 eV

```
! wB97M-V def2-TZVPD RIJCOSX def2/J DEFGRID3
* xyz 0 1
Pt 0.096 0.451 -0.593
O -6.048 -0.449 -1.123
C -5.428 -1.611 -1.196
O -6.019 -2.664 -1.192
C -3.935 -1.603 -1.282
C -3.218 -2.770 -1.401
N -1.921 -2.432 -1.424
N -1.731 -1.110 -1.334
C -2.943 -0.592 -1.240
C -3.031 0.904 -1.168
O -4.141 1.437 -1.264
O -1.924 1.519 -1.050
H -5.398 0.313 -1.178
H -3.563 -3.789 -1.465
H -1.126 -3.036 -1.537
C 1.718 3.144 1.275
Si 0.176 2.275 1.903
C 0.142 2.571 3.766
C -1.263 3.283 1.289
C 0.164 0.426 1.530
Si -1.251 -0.485 2.352
C -2.900 0.378 2.230
C -0.906 -0.725 4.182
C -1.435 -2.236 1.685
Si 1.765 -0.371 1.886
C 2.627 0.128 3.467
C 1.856 -2.237 1.856
C 2.816 0.203 0.457
C 4.205 0.229 0.428
C 4.870 0.740 -0.671
C 4.116 1.240 -1.717
C 2.739 1.180 -1.650
N 2.087 0.647 -0.602
H 1.683 4.187 1.606
H 1.767 3.140 0.183
H 2.649 2.710 1.654
H 0.416 3.612 3.974
H 0.814 1.929 4.339
H -0.872 2.423 4.151
H -1.285 4.191 1.902
H -2.225 2.783 1.396
H -1.171 3.568 0.242
H -2.979 1.180 2.970
H -3.698 -0.343 2.433
H -3.094 0.822 1.255
H -0.797 0.216 4.723
H 0.004 -1.314 4.344
H -1.735 -1.279 4.634
H -0.837 -2.393 0.790
H -2.479 -2.455 1.439
H -1.111 -2.964 2.434
H 2.006 -0.129 4.330
H 2.831 1.200 3.514
H 3.577 -0.407 3.578
H 1.378 -2.672 2.739
H 2.909 -2.536 1.863
H 1.384 -2.676 0.975
H 4.755 -0.140 1.285
H 5.952 0.770 -0.704
H 4.580 1.682 -2.589
H 2.135 1.581 -2.443
N -0.861 2.364 -3.339
C -0.259 1.200 -3.620
N 0.206 0.365 -2.720
C 0.799 -0.751 -3.327
C 1.369 -1.835 -2.661
C 1.937 -2.854 -3.407
C 1.941 -2.810 -4.803
C 1.374 -1.739 -5.473
C 0.807 -0.720 -4.719
S 0.032 0.738 -5.274
H -1.286 2.423 -2.408
H -1.327 2.848 -4.085
H 1.368 -1.858 -1.579
H 2.389 -3.696 -2.899
H 2.388 -3.618 -5.367
H 1.372 -1.700 -6.555
*
```

***

# 6
The following is a quantum chemistry calculation of C26H38BCuN2O7P2 as an isolated structure at a distorted geometry, from the OMol25 dataset.

E: -3998.22060 hartree
LUMO energy: 4.4 eV
Relative energy (zero: lowest compared OMol25 entry of this formula, charge and spin): 25.87 kJ/mol
HOMO-LUMO gap: 5.338 eV
E_HOMO: -0.9 eV

```
! wB97M-V def2-TZVPD RIJCOSX def2/J DEFGRID3
* xyz -2 1
Cu -0.175 -0.242 -0.641
O -3.552 -1.424 -2.419
P -1.956 -1.766 -2.425
O -1.714 -2.925 -3.311
O -1.439 -1.798 -1.010
O -1.330 -0.391 -3.148
P -1.816 1.044 -2.526
O -0.717 2.032 -3.213
O -3.169 1.351 -3.083
O -1.642 1.105 -1.044
H -3.682 -0.455 -2.540
H -0.921 2.055 -4.159
C 2.613 4.231 1.216
C 1.710 3.223 0.495
C 0.256 3.353 0.953
C 1.823 3.374 -1.009
C 1.483 4.584 -1.596
C 1.597 4.771 -2.961
C 2.038 3.727 -3.752
C 2.377 2.490 -3.211
C 2.812 1.415 -4.200
C 4.342 1.363 -4.349
C 2.246 0.014 -3.948
C 2.283 2.318 -1.821
N 2.697 1.112 -1.206
B 1.881 0.032 -0.626
N 2.958 -0.809 -0.065
C 4.210 -0.220 -0.258
C 4.053 0.917 -0.960
C 2.834 -1.854 0.883
C 2.696 -3.199 0.497
C 2.541 -4.160 1.494
C 2.546 -3.833 2.838
C 2.724 -2.513 3.210
C 2.868 -1.517 2.252
C 3.033 -0.080 2.711
C 1.792 0.407 3.463
C 4.298 0.089 3.559
C 2.783 -3.703 -0.936
C 1.569 -3.342 -1.794
C 4.082 -3.274 -1.630
H 2.614 4.034 2.292
H 2.267 5.256 1.058
H 3.642 4.160 0.855
H 2.034 2.218 0.755
H -0.127 4.365 0.785
H 0.182 3.130 2.021
H -0.367 2.645 0.405
H 1.121 5.396 -0.974
H 1.329 5.721 -3.411
H 2.101 3.867 -4.827
H 2.416 1.743 -5.168
H 4.787 0.831 -3.510
H 4.764 2.371 -4.387
H 4.615 0.838 -5.269
H 2.789 -0.502 -3.158
H 2.328 -0.582 -4.861
H 1.196 0.057 -3.654
H 5.118 -0.673 0.112
H 4.799 1.635 -1.262
H 2.421 -5.198 1.203
H 2.418 -4.603 3.591
H 2.735 -2.248 4.262
H 3.140 0.553 1.834
H 1.631 -0.163 4.382
H 0.913 0.298 2.825
H 1.904 1.462 3.727
H 4.224 -0.466 4.497
H 4.457 1.145 3.795
H 5.172 -0.277 3.016
H 2.815 -4.797 -0.862
H 1.515 -2.269 -1.971
H 0.634 -3.617 -1.307
H 1.617 -3.856 -2.756
H 4.083 -2.204 -1.823
H 4.173 -3.793 -2.588
H 4.956 -3.518 -1.018
*
```